No. 1
16
Properties=species:S:1:pos:R:3:mulliken_charge:R:1 method="wB97M-V/def2-TZVPD" largest_force_ha_per_bohr=0.098 total_charge=0 spin_multiplicity=1 energy_ha=-376.01402 de_lowest_kj_mol=615.5
C 0.120 -0.964 0.074 -1.030
C -1.344 -1.355 0.088 -0.394
C -1.442 1.077 -0.065 0.121
C 1.159 1.259 0.014 0.155
H 0.084 -0.358 0.928 0.601
H 0.053 -0.265 -0.831 0.477
H -1.622 -1.745 1.150 0.231
H -1.784 -2.140 -0.607 0.311
H -2.124 1.867 -0.333 0.413
H 1.866 1.991 0.237 0.375
H 2.869 0.123 0.399 0.319
H 1.567 -1.956 -0.824 0.315
N -2.053 -0.075 -0.102 -0.566
N -0.163 1.662 0.100 -0.660
N 1.922 0.072 -0.151 -0.246
N 1.456 -1.319 0.041 -0.423

=====

No. 2
17
Properties=species:S:1:pos:R:3:mulliken_charge:R:1 method="wB97M-V/def2-TZVPD" smiles=CNc1[nH]c(N)nc1O largest_force_ha_per_bohr=0.096 total_charge=0 spin_multiplicity=1 energy_ha=-451.43942 de_lowest_kj_mol=206.9
C -0.639 -1.461 0.076 0.401
C 0.323 -0.451 -0.235 0.045
C -1.754 0.311 0.032 0.332
C 2.634 0.515 0.207 -0.939
N -1.912 -1.001 0.081 -0.711
N -0.521 0.762 -0.202 -0.023
N -2.763 1.304 0.084 -0.449
N 1.663 -0.312 -0.484 -0.273
O -0.293 -2.789 0.009 -0.507
H 3.166 1.163 -0.428 0.290
H 2.075 1.013 0.941 0.324
H 3.393 -0.008 0.647 0.339
H -0.285 1.697 -0.174 0.148
H -3.604 1.076 0.545 0.245
H -2.487 2.172 0.288 0.190
H 2.177 -0.905 -1.134 0.229
H -1.174 -3.088 -0.254 0.360

=====

No. 3
17
Properties=species:S:1:pos:R:3:mulliken_charge:R:1 method="wB97M-V/def2-TZVPD" smiles="Oc1nn[nH]n1.C=CC" largest_force_ha_per_bohr=0.075 total_charge=0 spin_multiplicity=1 energy_ha=-451.37900 de_lowest_kj_mol=365.6
C -2.356 -0.765 0.152 0.748
C 3.309 -0.489 -0.257 -1.240
C 1.682 1.259 0.459 -0.797
C 1.924 0.093 -0.125 0.245
N -2.253 0.460 0.669 -0.109
N -3.340 -0.873 -0.703 -0.573
N -3.190 1.164 0.201 -0.492
N -3.818 0.390 -0.645 0.310
O -1.434 -1.675 0.358 -0.508
H 3.975 0.111 0.217 0.410
H 3.516 -0.599 -1.280 0.306
H 3.114 -1.394 0.153 0.295
H 0.770 1.728 0.566 0.363
H -4.783 0.577 -1.053 0.290
H 2.437 1.860 1.060 0.160
H 1.046 -0.533 -0.471 0.254
H -0.598 -1.315 0.698 0.337